Entry a
Computed, not measured: a 2-piece molecular cluster, CH7NO2 overall, with the ωB97M-V functional and the def2-TZVPD basis.

Computed properties:
* M: 65.1 g/mol
* total charge: 0
* HOMO energy: -9.9622 eV
* frontier orbital gap: 10.60 eV

Bonds (Å) are listed after each position.
Positions of all 11 atoms, in Å:
1 N 0.549 0.069 0.336  C2 1.475, H4 1.007, H5 1.005
2 C 0.372 1.115 -0.688  N1 1.475, O3 1.397, H6 1.102, H7 1.065
3 O 1.069 0.814 -1.861  C2 1.397, H8 0.982
4 H 0.382 -0.881 0.046  N1 1.007
5 H 1.405 0.190 0.848  N1 1.005
6 H -0.711 1.095 -0.890  C2 1.102
7 H 0.694 2.108 -0.476  C2 1.065
8 H 1.115 -0.099 -2.218  O3 0.982
9 O -1.800 -1.640 2.042  H10 0.981, H11 0.991
10 H -2.146 -1.838 1.145  O9 0.981
11 H -0.965 -1.135 1.871  O9 0.991

---

Entry b
Computed, not measured: a 3-piece molecular cluster, CH7NO2 overall, with the ωB97M-V functional and the def2-TZVPD basis.

Computed properties:
* M: 65.1 g/mol
* total charge: 0
* HOMO energy: -10.0427 eV
* frontier orbital gap: 10.99 eV

Bonds (Å) are listed after each position.
Positions of all 11 atoms, in Å:
1 C -0.770 3.412 0.138  N2 1.227, H3 1.152, H4 1.100
2 N -0.553 3.168 1.322  C1 1.227, H5 1.107
3 H -1.624 2.876 -0.419  C1 1.152
4 H -0.247 4.136 -0.503  C1 1.100
5 H 0.503 3.490 1.403  N2 1.107
6 O 2.644 -1.673 -4.071  H7 0.998, H8 0.963
7 H 2.841 -2.636 -3.900  O6 0.998
8 H 3.221 -1.256 -3.423  O6 0.963
9 O -2.364 -3.654 3.040  H10 0.978, H11 0.965
10 H -2.013 -3.891 3.922  O9 0.978
11 H -1.637 -3.972 2.492  O9 0.965

---

Ranking the structures above from most stable to least stable yields entry a, entry b.